The following is a DFT calculation (ωB97M-V with the def2-TZVPD basis set) of a single C14H19N3O3 molecule.

Output
E_LUMO: 0.64 eV
gap between HOMO and LUMO: 8.66 eV

Geometry (Å):
O (2.85455, -0.26419, -1.56991)
O (-2.84959, -1.25990, -2.49836)
O (-2.66878, -1.27573, -0.29818)
C (1.91355, 0.06071, -0.89270)
C (-2.22247, -1.58493, -1.47817)
C (3.47119, -0.08636, 1.15678)
C (3.71658, 0.33637, 2.45708)
C (1.43870, 1.00657, 2.61227)
C (2.20437, 0.10063, 0.51220)
C (2.66208, 0.97176, 3.16474)
C (1.19025, 0.60200, 1.34137)
N (2.75308, 1.50182, 4.43046)
N (-0.07801, 0.59948, 0.79644)
N (0.72811, 0.59750, -1.46115)
C (-0.26262, 1.20210, -0.49728)
C (-3.74396, 0.87634, -0.39592)
C (-4.00981, -0.64644, -0.20455)
C (-0.83430, -2.19114, -1.70782)
C (0.35923, -0.03063, -2.65779)
C (0.17962, -1.54951, -2.79093)
H (4.37915, -0.50872, 0.62830)
H (4.74467, 0.20120, 2.87312)
H (0.63126, 1.45258, 3.23723)
H (3.64164, 1.21932, 4.85158)
H (1.93722, 1.30809, 5.01043)
H (-0.83106, 0.70708, 1.43382)
H (-1.27285, 1.20014, -0.82580)
H (0.23274, 2.17185, -0.42213)
H (-3.01892, 1.15755, 0.41328)
H (-4.69580, 1.43513, -0.29731)
H (-3.28802, 1.13124, -1.30095)
H (-4.76003, -1.01285, -0.87234)
H (-4.49148, -0.81439, 0.79433)
H (-0.27544, -2.15963, -0.80473)
H (-0.95392, -3.25543, -1.90230)
H (0.98659, 0.29063, -3.54014)
H (-0.58222, 0.41986, -2.90595)
H (-0.32211, -1.84676, -3.71921)
H (1.13683, -2.06335, -2.66983)

=====

The following is a DFT calculation (ωB97M-V with the def2-TZVPD basis set) of a single C14H19N5O2 molecule.

Output
E_LUMO: 0.60 eV
gap between HOMO and LUMO: 8.37 eV

Geometry (Å):
C (3.73671, 2.77278, -1.28210)
C (4.16922, 1.59447, -0.87702)
C (3.82960, 0.99872, 0.45872)
N (2.94060, -0.14575, 0.32839)
C (1.61261, 0.08220, 0.16505)
N (1.01659, 1.21647, 0.51549)
C (-0.29463, 1.00240, 0.27660)
C (-0.51208, -0.26712, -0.22925)
C (-1.80405, -0.75404, -0.56376)
O (-2.09080, -1.85119, -1.01761)
N (-2.78690, 0.21355, -0.30779)
C (-2.60638, 1.49247, 0.19103)
O (-3.54741, 2.23930, 0.36257)
N (-1.31363, 1.87642, 0.48280)
C (-1.04718, 3.19839, 1.00286)
H (-2.00438, 3.68264, 1.18548)
H (-0.46877, 3.77260, 0.27840)
H (-0.47561, 3.11567, 1.92641)
C (-4.16628, -0.14158, -0.59590)
H (-4.76158, -0.08399, 0.31501)
H (-4.16679, -1.15609, -0.98768)
H (-4.58189, 0.55074, -1.32757)
N (0.74819, -0.84780, -0.31173)
C (0.97801, -2.21285, -0.71108)
C (0.77302, -3.18598, 0.43458)
C (1.30966, -2.97782, 1.62575)
H (1.14623, -3.66034, 2.44160)
H (1.92045, -2.11666, 1.84006)
C (-0.10463, -4.34975, 0.10902)
H (-0.22590, -5.00360, 0.96770)
H (0.31558, -4.92253, -0.71734)
H (-1.08079, -3.98044, -0.20500)
H (0.26176, -2.44026, -1.50397)
H (1.99200, -2.30509, -1.11697)
H (3.31407, -0.92480, -0.19640)
H (3.30919, 1.72910, 1.07802)
H (4.73462, 0.65518, 0.96874)
H (4.77182, 0.97142, -1.52699)
H (3.97362, 3.16586, -2.25636)
H (3.12691, 3.39180, -0.64603)

=====

The following is a DFT calculation (ωB97M-V with the def2-TZVPD basis set) of a single C14H19NO2 molecule.

Output
E_LUMO: 0.78 eV
gap between HOMO and LUMO: 9.12 eV

Geometry (Å):
C (-4.47676, -2.53815, 0.64689)
C (-3.99795, -1.74008, -0.28737)
C (-2.57295, -1.27410, -0.34754)
N (-2.49117, 0.17056, -0.34375)
C (-1.89328, 0.86706, 0.64510)
O (-1.40283, 0.35021, 1.62543)
C (-1.91164, 2.37735, 0.43181)
C (-0.92247, 2.80987, -0.65497)
C (0.46080, 2.20786, -0.41917)
H (0.70451, 2.24656, 0.64959)
O (0.42059, 0.86990, -0.86805)
C (1.44666, 0.03280, -0.54529)
C (1.28392, -1.30044, -0.92291)
C (2.27117, -2.22103, -0.64684)
C (3.43187, -1.83303, 0.00340)
C (3.61032, -0.51120, 0.37744)
C (2.61450, 0.41880, 0.09687)
H (2.77314, 1.44576, 0.38904)
C (4.85362, -0.06657, 1.08829)
H (4.62174, 0.19343, 2.12100)
H (5.27607, 0.81543, 0.60954)
H (5.60198, -0.85480, 1.09272)
H (4.19955, -2.56168, 0.21836)
H (2.13688, -3.25225, -0.93884)
H (0.37597, -1.58687, -1.42853)
H (1.22327, 2.76703, -0.98141)
H (-0.84617, 3.89847, -0.66153)
H (-1.26661, 2.48450, -1.63851)
H (-2.92059, 2.70060, 0.16840)
H (-1.63392, 2.84062, 1.37978)
H (-2.86054, 0.65946, -1.14270)
H (-2.09904, -1.66030, -1.25942)
H (-2.01293, -1.62190, 0.52268)
H (-4.63923, -1.36797, -1.07721)
H (-5.50611, -2.85470, 0.65640)
H (-3.85237, -2.91120, 1.44135)

=====

The following is a DFT calculation (ωB97M-V with the def2-TZVPD basis set) of a single C14H19NO3 molecule.

Output
E_LUMO: 0.86 eV
gap between HOMO and LUMO: 8.69 eV

Geometry (Å):
C (-4.47270, -1.46990, -0.80055)
C (-3.15201, -0.71551, -0.88150)
H (-3.24009, 0.08983, -1.61334)
C (-2.77441, -0.12817, 0.48564)
N (-1.53739, 0.62992, 0.55577)
C (-0.31770, -0.06896, 0.18179)
C (-0.12431, -1.40685, 0.89155)
H (-0.92426, -2.11109, 0.65520)
O (1.05676, -2.06052, 0.47885)
C (2.16490, -1.29022, 0.25781)
C (2.15365, 0.10177, 0.28629)
C (3.32107, 0.80300, 0.02652)
C (4.50066, 0.13387, -0.26228)
C (4.50940, -1.25766, -0.28850)
C (3.35128, -1.95959, -0.03154)
H (3.34054, -3.03728, -0.05396)
H (5.43068, -1.76966, -0.51389)
O (5.66278, 0.79758, -0.52276)
H (5.50323, 1.74822, -0.48636)
H (3.28482, 1.88263, 0.03914)
C (0.86876, 0.82280, 0.58760)
O (0.83018, 2.06587, -0.07916)
C (-0.37040, 2.73515, 0.21968)
C (-1.58765, 1.89329, -0.16291)
H (-2.49910, 2.42290, 0.11981)
H (-1.58176, 1.74767, -1.25640)
H (-0.35035, 3.66710, -0.34810)
H (-0.41275, 2.96006, 1.29643)
H (0.78691, 1.00832, 1.67650)
H (-0.10506, -1.24252, 1.97828)
H (-0.25632, -0.23590, -0.91120)
H (-3.56956, 0.54842, 0.81292)
H (-2.71085, -0.93321, 1.22202)
H (-2.36757, -1.39466, -1.22076)
H (-4.73610, -1.88393, -1.77088)
H (-4.40233, -2.28723, -0.08603)
H (-5.27296, -0.80556, -0.48169)

=====

The following is a DFT calculation (ωB97M-V with the def2-TZVPD basis set) of a molecular structure, C14H20BCoNO7S4Se.

Output
2S+1: 2
E_LUMO (spin up / spin down): -0.11 / -0.08 eV
gap between HOMO and LUMO (spin up / spin down): 7.50 / 7.58 eV

Geometry (Å):
Co (0.33927, -0.11540, 0.41619)
C (2.89305, -1.37154, 2.49377)
C (1.66017, -0.92669, 3.28258)
S (1.05723, 0.59706, 2.52229)
C (-0.49164, 0.93964, 3.39301)
C (-1.65508, 0.01521, 3.05341)
S (-2.14956, 0.21087, 1.31509)
C (-2.89942, -1.41876, 1.01116)
C (-1.99635, -2.43131, 0.30240)
S (-0.36660, -2.40854, 1.07014)
C (0.69299, -3.26888, -0.10746)
C (2.11398, -3.19538, 0.44052)
S (2.69697, -1.48712, 0.68951)
H (3.27137, -2.31736, 2.88093)
H (3.68508, -0.63172, 2.62188)
H (1.94344, -0.72344, 4.31628)
H (0.88226, -1.68706, 3.27051)
H (-0.72451, 1.96996, 3.11717)
H (-0.28774, 0.92010, 4.46437)
H (-2.50458, 0.26007, 3.69207)
H (-1.38399, -1.02528, 3.23391)
H (-3.77985, -1.24358, 0.39559)
H (-3.24594, -1.80091, 1.97188)
H (-1.86846, -2.16564, -0.74368)
H (-2.42229, -3.43043, 0.38908)
H (0.61699, -2.76075, -1.06872)
H (0.37886, -4.30694, -0.21060)
H (2.79643, -3.66840, -0.26353)
H (2.18868, -3.72248, 1.39284)
O (1.86878, -0.41515, -1.97675)
Se (0.40509, 0.00585, -2.51053)
O (0.28137, 1.78800, -2.33057)
O (-0.68016, -0.50264, -1.36557)
O (0.10616, -0.34774, -4.03780)
O (-1.73899, 3.29070, 0.40593)
B (-1.33734, 2.80336, -0.84891)
O (-2.25758, 3.12075, -1.85058)
C (-3.26321, 3.78495, -1.18910)
C (-4.42523, 4.29954, -1.70735)
C (-5.29205, 4.92956, -0.80978)
C (-4.98508, 5.02780, 0.54080)
C (-3.79599, 4.49991, 1.05339)
C (-2.95560, 3.88376, 0.16052)
H (-4.65054, 4.21717, -2.76277)
H (-6.21927, 5.35013, -1.17697)
H (-5.67606, 5.52440, 1.20967)
H (-3.54191, 4.57485, 2.10240)
O (0.65853, 1.67896, -0.03745)
N (-0.12890, 2.12433, -1.03598)

=====

The following is a DFT calculation (ωB97M-V with the def2-TZVPD basis set) of a molecular structure, C14H20BFeN3.

Output
2S+1: 5
E_LUMO (spin up / spin down): -1.06 / -1.16 eV
gap between HOMO and LUMO (spin up / spin down): 6.50 / 6.95 eV

Geometry (Å):
C (2.81732, -1.07359, 1.50927)
C (2.87152, -2.54457, 1.11711)
H (3.27054, -0.42767, 0.75247)
H (3.42641, -0.93694, 2.41000)
H (1.83130, -0.66716, 1.81095)
H (2.52799, -2.68596, 0.09362)
H (3.91374, -2.88554, 1.18472)
H (2.28330, -3.15752, 1.79045)
C (1.20107, 2.19533, -0.12241)
C (1.15198, 3.46606, -0.70641)
C (0.37354, 3.68342, -1.84525)
C (-0.38809, 2.62636, -2.33726)
H (1.77199, 1.96394, 0.77958)
H (1.75159, 4.24981, -0.26120)
H (0.33538, 4.64827, -2.34010)
H (-0.97199, 2.70616, -3.24375)
N (0.51682, 1.15445, -0.63746)
C (-0.33661, 1.38856, -1.66785)
C (-1.23443, 0.29415, -2.00063)
N (-1.17646, -0.80621, -1.20251)
C (-2.02801, -1.81079, -1.44380)
C (-2.92176, -0.72160, -3.40683)
C (-2.91273, -1.81068, -2.53089)
H (-1.96063, -2.64316, -0.75197)
H (-3.54606, -2.67410, -2.66759)
C (-2.06033, 0.33754, -3.14357)
H (-1.95502, 1.17193, -3.83589)
H (-3.54633, -0.70582, -4.29658)
Fe (0.47632, -0.73016, 0.47456)
C (-0.00216, -2.59913, 0.86802)
H (0.39848, -3.37699, 0.19564)
H (-1.09762, -2.63288, 0.91263)
H (0.38348, -2.87441, 1.85901)
B (-1.03976, 1.59908, 4.17985)
C (-0.57498, 0.75652, 2.97615)
N (-0.19041, 0.12724, 2.06567)
H (-0.70276, 0.97038, 5.17226)
H (-2.24157, 1.77250, 4.15894)
H (-0.41507, 2.65316, 4.13104)

=====

Summary of relative energy (zero: lowest compared OMol25 entry of this formula, charge and spin) in kcal per mole
54.4, 1.3, 23.6, 48.2, 13.2, 0.0
(order as listed above)
Summary of strongest force on any atom in eV Å⁻¹
5.02, 1.40, 0.67, 0.49, 1.01, 3.12
(order as listed above)
Summary of total energy in eV
-25437.9479, -26372.5471, -20411.1202, -22458.4466, -177654.0635, -54374.5397
(order as listed above)